Formula: C35H56I2N3O6S4
Source: the Open Molecules 2025 dataset
Level of theory: ωB97M-V with the def2-TZVPD basis set

Results
Charge ... +1
2S+1 ... 1

Atoms and positions in Å:
C  0.976  5.877  -0.495
C  1.918  4.689  -0.713
O  1.626  3.587  0.149
C  0.634  2.742  -0.333
C  1.194  1.652  -1.274
O  0.430  0.447  -1.113
C  -0.438  0.094  -2.117
C  0.243  -0.101  -3.497
C  1.657  -0.662  -3.383
C  1.811  -2.190  -3.599
S  2.445  -2.907  -2.079
C  3.908  -3.816  -2.475
S  4.656  -3.671  -3.900
N  4.494  -4.617  -1.446
C  3.758  -5.814  -1.083
C  2.605  -6.253  -1.718
C  1.977  -7.416  -1.277
C  2.484  -8.168  -0.229
C  3.662  -7.749  0.383
C  4.281  -6.585  -0.044
C  4.784  -3.799  -0.264
C  6.112  -3.565  0.076
C  6.405  -2.799  1.203
C  5.395  -2.249  1.985
C  4.061  -2.487  1.653
C  3.784  -3.268  0.540
C  -1.100  -1.252  -1.663
N  -2.546  -1.334  -1.799
C  -3.142  -1.528  -3.110
I  -2.173  -3.043  -4.264
C  -4.657  -1.907  -2.913
C  -5.553  -0.959  -3.686
I  -5.192  -3.903  -3.526
C  -3.145  -0.269  -1.013
C  -2.485  1.119  -1.171
C  -3.460  2.285  -1.245
C  -4.248  2.371  0.076
O  -4.343  3.713  0.513
C  -3.638  4.002  1.647
C  -2.811  5.238  1.509
O  -3.699  3.335  2.620
N  -1.537  1.120  -2.321
H  1.548  6.793  -0.411
H  0.337  6.017  -1.364
H  0.343  5.751  0.376
H  1.855  4.359  -1.750
H  2.936  4.976  -0.490
H  -0.107  3.331  -0.903
H  0.078  2.278  0.477
H  2.204  1.439  -0.942
H  1.170  2.024  -2.294
H  -0.378  -0.713  -4.146
H  0.300  0.879  -3.981
H  2.122  -0.407  -2.440
H  2.260  -0.181  -4.147
H  2.437  -2.380  -4.461
H  0.845  -2.650  -3.788
H  2.191  -5.712  -2.550
H  1.075  -7.753  -1.764
H  1.999  -9.062  0.126
H  4.108  -8.312  1.186
H  5.195  -6.273  0.437
H  6.906  -3.986  -0.519
H  7.430  -2.621  1.488
H  5.612  -1.659  2.860
H  3.225  -2.115  2.219
H  2.756  -3.486  0.300
H  -0.883  -1.357  -0.602
H  -0.555  -2.044  -2.157
H  -3.166  -0.658  -3.780
H  -4.912  -1.902  -1.863
H  -6.587  -1.263  -3.571
H  -5.482  0.068  -3.322
H  -5.346  -0.977  -4.753
H  -4.214  -0.164  -1.166
H  -3.016  -0.538  0.033
H  -1.872  1.301  -0.294
H  -4.114  2.173  -2.106
H  -2.873  3.200  -1.315
H  -5.238  1.951  -0.072
H  -3.769  1.750  0.831
H  -1.917  4.958  0.955
H  -3.371  5.958  0.923
H  -2.567  5.626  2.486
H  -1.178  2.072  -2.423
H  -1.988  0.888  -3.208
C  2.182  1.750  3.009
S  1.697  0.497  4.202
O  2.210  -0.808  3.697
C  -0.051  0.547  3.825
H  3.265  1.847  3.046
H  1.873  1.442  2.009
H  1.719  2.699  3.278
H  -0.198  0.310  2.768
H  -0.457  1.531  4.062
H  -0.547  -0.202  4.439
C  -2.200  4.046  7.487
S  -2.647  2.867  6.211
O  -1.434  2.665  5.366
C  -3.742  3.960  5.302
H  -1.478  3.568  8.145
H  -1.754  4.929  7.029
H  -3.089  4.316  8.055
H  -3.193  4.849  4.991
H  -4.586  4.233  5.935
H  -4.102  3.417  4.428

***

Formula: C28H41ClFN2O6PS
Source: the Open Molecules 2025 dataset
Level of theory: ωB97M-V with the def2-TZVPD basis set

Results
Charge ... 0
2S+1 ... 1

Atoms and positions in Å:
C  3.401  3.831  -0.176
C  2.648  3.445  0.674
C  1.768  2.941  1.716
C  0.308  2.760  1.244
C  0.077  1.992  -0.079
C  -0.992  0.859  -0.292
C  -1.502  1.093  -1.755
C  -0.671  1.350  -3.027
C  0.260  2.539  -3.162
C  -0.271  3.814  -3.064
C  0.511  4.928  -3.192
C  1.862  4.829  -3.434
C  2.403  3.574  -3.575
C  1.607  2.458  -3.437
C  -2.253  1.289  0.573
N  -2.402  2.726  0.585
Cl  -3.931  0.717  -0.170
O  -2.419  0.900  1.900
S  -1.504  0.136  3.014
O  -1.291  1.130  4.023
O  -0.019  0.019  2.345
C  0.288  -0.904  1.310
C  0.315  -2.328  1.908
C  -0.881  -2.904  2.683
C  -0.667  -2.798  4.221
C  0.141  -3.914  4.696
C  0.864  -4.789  5.077
P  2.188  -0.686  1.317
O  2.593  -0.360  2.695
O  2.779  0.415  0.317
O  2.834  -2.143  0.969
C  -0.492  -0.678  -0.048
C  -1.836  -1.504  -0.002
C  -1.888  -3.035  -0.230
C  -3.154  -3.634  0.427
N  -3.709  -4.687  -0.470
C  0.214  -1.343  -1.271
F  -0.737  -1.595  -2.267
C  1.457  -0.836  -2.014
C  2.702  -1.755  -2.000
H  3.997  4.131  -1.000
H  1.725  3.715  2.486
H  2.168  2.066  2.221
H  -0.037  3.786  1.129
H  -0.243  2.434  2.117
H  1.031  1.764  -0.543
H  -0.283  2.786  -0.722
H  -2.106  1.995  -1.702
H  -2.215  0.336  -2.055
H  -1.453  1.587  -3.758
H  -0.223  0.486  -3.503
H  -1.324  3.974  -2.862
H  0.084  5.917  -3.089
H  2.507  5.691  -3.522
H  3.454  3.419  -3.773
H  2.044  1.479  -3.562
H  -2.907  2.979  1.426
H  -2.958  3.043  -0.196
H  1.115  -2.349  2.648
H  0.652  -3.051  1.172
H  -1.856  -2.488  2.468
H  -0.939  -3.966  2.462
H  -0.067  -1.908  4.421
H  -1.611  -2.751  4.756
H  1.483  -5.490  5.578
H  3.699  0.238  0.075
H  3.778  -1.988  0.811
H  -2.412  -1.292  0.895
H  -2.458  -1.147  -0.810
H  -1.033  -3.623  0.098
H  -2.037  -3.273  -1.277
H  -2.926  -4.098  1.383
H  -3.916  -2.864  0.527
H  -4.673  -4.875  -0.215
H  -3.207  -5.545  -0.262
H  0.504  -2.337  -0.919
H  1.208  -0.831  -3.069
H  1.747  0.186  -1.818
H  2.522  -2.695  -1.485
H  3.572  -1.285  -1.547
H  2.996  -2.012  -3.015

***

Formula: C22H22HfN9O2
Source: the Open Molecules 2025 dataset
Level of theory: ωB97M-V with the def2-TZVPD basis set

Results
Charge ... +3
2S+1 ... 1
ΔE to the lowest compared entry with this formula, charge and spin ... 13.5 kcal per mole

Atoms and positions in Å:
Hf  0.304  0.331  0.029
C  0.714  4.824  -0.187
C  0.011  5.055  -1.357
C  -0.820  4.058  -1.858
C  -0.903  2.866  -1.183
N  -0.145  2.593  -0.085
C  0.627  3.579  0.399
C  -1.856  1.793  -1.555
C  -2.930  1.961  -2.399
C  -3.817  0.906  -2.560
C  -3.624  -0.281  -1.867
C  -2.519  -0.395  -1.051
N  -1.659  0.628  -0.909
C  -2.205  -1.567  -0.198
C  -2.865  -2.771  -0.301
C  -2.563  -3.777  0.608
C  -1.612  -3.536  1.589
C  -0.954  -2.324  1.587
N  -1.222  -1.352  0.703
H  1.340  5.587  0.253
H  0.094  6.003  -1.872
H  -1.394  4.227  -2.757
H  1.193  3.351  1.294
H  -3.100  2.899  -2.907
H  -4.679  1.019  -3.207
H  -4.337  -1.087  -1.958
H  -3.614  -2.928  -1.064
H  -3.072  -4.731  0.555
H  -1.369  -4.281  2.335
H  -0.175  -2.121  2.310
N  2.651  0.974  0.176
N  2.656  1.858  -0.943
C  1.818  1.567  -2.031
O  1.828  2.239  -3.007
O  0.976  0.532  -1.768
H  2.948  1.518  0.984
H  3.344  0.238  0.038
H  3.536  2.294  -1.191
C  -0.112  1.127  4.815
C  0.140  0.897  3.400
N  0.331  0.718  2.282
H  -0.600  2.094  4.946
H  0.830  1.124  5.364
H  -0.762  0.345  5.206
N  3.651  -4.128  1.291
C  2.802  -3.515  0.456
C  2.255  -2.244  0.723
N  1.400  -1.680  -0.128
C  1.062  -2.339  -1.246
C  1.621  -3.583  -1.499
N  2.467  -4.163  -0.669
H  3.992  -3.707  2.137
H  4.031  -5.021  1.016
H  2.516  -1.698  1.624
H  0.394  -1.864  -1.951
H  1.377  -4.115  -2.412

***

Ordered Kohn-Sham gap results: 6.779, 9.130, 7.028; unit eV.
Ordered HOMO level results: -9.7, -9.1, -17.0; unit eV.